Entry 1:
DFT (ωB97M-V/def2-TZVPD) results for C56H68BeN9O4 as an isolated structure at a distorted geometry.

Positions of all 138 atoms, in Å:
H 1.094 0.065 1.815
C 1.074 2.491 -3.825
C -3.698 5.600 -1.768
H -4.277 3.669 -0.999
C 3.633 0.988 -1.333
C -0.280 -5.916 -0.986
H 4.048 -3.219 -5.137
N -3.192 1.735 -4.123
H 0.296 -1.406 1.271
H 3.247 -2.384 -0.029
H -7.303 0.966 0.437
C 2.623 4.291 -5.117
H -3.657 -4.086 2.422
H -5.363 0.818 -0.731
N -4.886 -1.339 4.046
H 3.302 4.981 -5.595
C -4.671 0.926 0.104
C 6.023 1.275 -1.620
H 4.778 3.793 3.677
H 2.975 -4.890 -0.366
H 1.080 -4.878 1.383
C 2.857 -3.207 -3.288
H 0.919 4.612 6.441
C 0.608 -5.065 3.463
H 4.999 -0.553 -2.081
C 2.425 -1.841 -5.212
H -1.948 -7.317 -1.443
H -4.698 6.003 -1.822
H -1.702 -0.539 2.940
C 3.640 -4.535 0.406
C 3.142 2.828 2.655
C 3.724 4.010 3.501
C 0.666 -5.627 2.059
H -2.026 2.810 -0.897
C 0.819 -0.511 0.932
C -0.194 2.531 4.136
H 2.399 1.602 4.052
H 5.329 -5.570 3.140
H -4.449 -0.111 0.355
C -2.642 -1.041 3.115
C -3.465 4.313 -1.302
C 1.094 -1.658 -3.334
C -2.047 3.611 5.170
H -3.109 3.779 5.272
C 4.512 -2.675 1.695
H 2.974 0.711 2.659
H 4.196 1.442 3.785
C -2.166 3.821 -1.251
H -3.744 1.367 -0.261
H -0.341 -5.864 1.717
C -0.256 0.180 0.090
N 0.692 3.262 4.917
C -3.816 -0.558 3.740
H -0.599 -2.654 -0.481
O -0.169 -5.505 4.331
N 1.620 3.523 -3.078
H -1.830 -2.841 2.145
O -4.814 2.490 1.842
H 4.456 3.944 -0.177
H -1.904 1.399 -2.600
H 2.689 0.480 -1.459
H -5.540 -0.438 -5.309
H 6.716 3.220 -1.012
C 1.128 2.412 -5.207
H -5.601 -3.357 3.694
Be 1.276 3.528 -0.636
C 1.844 -2.586 -2.623
H 0.524 -6.636 -0.973
C -1.657 -6.299 -1.226
O 0.286 1.260 -0.681
C 3.183 -2.858 -4.602
C -1.329 5.830 -1.999
C -2.599 6.338 -2.145
N 0.061 -4.594 -0.720
C 3.721 -3.114 0.610
H 1.224 -3.438 4.602
H -2.126 2.301 3.377
C 1.497 -3.860 3.635
H -4.566 1.876 -5.643
C -2.259 -3.989 -0.829
C -4.204 -0.897 -3.694
H 1.339 -3.132 2.839
C -4.777 -0.057 -4.647
N 5.073 -3.580 2.584
H 1.409 -6.417 1.951
H -0.759 -0.548 -0.546
C 4.875 0.444 -1.686
H -3.838 0.418 4.202
C -2.649 -2.307 2.603
H 0.218 -1.247 -2.855
H 3.603 4.919 2.913
C -2.627 -5.299 -1.129
H 6.954 0.778 -1.851
C 4.906 -4.923 2.386
C 4.628 2.976 -0.624
H 4.161 -6.478 1.109
H 2.515 -4.250 3.644
C 3.211 1.539 3.328
H 3.459 -3.895 -2.713
C -2.674 0.882 -3.152
H 1.573 -2.926 -1.634
N 3.495 2.267 -0.909
H 2.560 -1.486 -6.223
H 4.599 -1.628 1.946
H 2.812 5.215 -3.213
H 3.200 4.046 4.456
N -1.044 4.576 -1.486
H -1.043 0.567 0.737
H 0.611 1.627 -5.739
O 2.639 3.060 1.592
C -1.173 4.343 5.928
C -0.934 -3.666 -0.653
C -4.841 -2.601 3.559
H -7.408 2.261 1.694
H -4.584 -1.904 -3.603
C 1.870 3.358 -5.861
C 5.850 2.577 -1.066
H -1.561 5.031 6.666
H -6.962 0.577 2.151
C 0.201 4.107 5.813
H 0.286 1.879 3.421
C -5.429 1.700 1.116
H 1.705 -0.743 0.340
C -6.907 1.345 1.379
H -3.651 -5.615 -1.264
H 2.028 3.411 -6.928
H 0.541 1.753 -3.244
C -4.261 1.223 -4.839
C 2.427 4.353 -3.738
C 4.240 -5.414 1.275
C -3.183 -0.366 -2.938
H -0.470 6.433 -2.255
H -2.712 -0.910 -2.132
N 1.322 -1.316 -4.639
H -3.015 -3.254 -0.594
C -3.733 -3.075 2.794
H -2.786 7.361 -2.438
C -1.552 2.785 4.154

The value obtained for the frontier orbital gap is 5.965 eV. The calculation puts the relative energy (zero: lowest compared OMol25 entry of this formula, charge and spin) at 1.787 eV. As for the LUMO energy: -4.646 eV. The value obtained for the HOMO energy is -10.611 eV. Its net charge is +1.



Entry 2:
DFT (ωB97M-V/def2-TZVPD) results for a 10-piece molecular cluster, C48H114N6O10 overall at a distorted geometry.

Positions of all 178 atoms, in Å:
H -1.067 4.331 -8.506
H 4.196 4.494 -4.120
H 4.734 9.504 0.374
H 4.065 0.287 -0.332
H 5.534 8.098 -5.264
H 0.305 -0.210 3.242
C 4.540 6.800 2.314
H 1.716 1.112 4.777
H 2.491 8.678 -4.384
C -4.741 6.873 -7.002
H 2.572 4.948 1.617
H 1.759 6.845 -1.365
O 3.944 8.180 -3.221
H 4.455 6.247 -4.599
H 4.439 8.053 -0.498
C -5.524 4.541 -7.063
C 3.059 6.958 2.035
H 3.891 2.852 1.308
O 5.035 8.084 2.533
H -3.861 4.158 -8.927
C 5.573 5.317 -1.237
H 1.486 10.328 -5.356
C 2.644 4.127 -7.950
C 5.146 1.198 -7.474
N -5.603 5.641 0.476
C 4.607 5.199 -4.847
H 7.232 8.878 -2.059
H -0.862 4.697 -4.824
H -3.708 4.238 -4.721
C -2.540 5.759 -9.163
H -5.133 5.639 1.379
H -0.372 2.025 1.976
C -1.811 5.411 -6.639
O 1.736 8.291 -4.855
H -3.960 7.581 -7.284
H 1.803 3.025 -0.873
C 3.316 2.747 -7.949
H 6.684 7.717 1.346
H -1.532 6.634 1.139
C 4.437 4.834 -6.300
H -6.383 4.455 -1.594
C 2.850 10.136 -1.450
O 6.369 3.315 -6.040
H 6.199 0.921 -7.521
H 6.164 5.998 -7.141
H -4.771 3.716 -2.282
N 5.073 3.517 -6.559
C -5.308 4.506 -1.768
C -4.298 5.439 -7.283
H -1.966 7.819 -1.399
C -1.523 5.544 1.024
H 0.956 -0.364 -0.884
H 6.491 12.667 -2.245
H 4.840 1.042 -6.436
C 2.335 1.426 3.941
H 1.773 9.264 -6.666
H 1.522 6.026 0.968
O -0.762 9.363 -2.202
N -3.188 4.963 -6.449
H -5.315 6.537 0.079
H 5.034 3.925 -9.550
C 1.242 9.317 -5.708
H 1.142 7.263 3.105
H 6.085 11.474 -4.345
C 0.483 -0.514 1.124
H 0.625 3.294 2.333
N 2.449 1.662 1.488
H -4.719 3.720 0.159
H 5.138 9.760 -5.721
C 1.526 -0.241 0.039
H 5.008 6.341 1.420
C 3.489 1.159 -0.670
C 4.863 9.055 -0.612
C 4.851 11.430 -1.741
H 3.338 0.935 -1.725
C 6.438 8.192 2.299
H 6.951 11.236 -1.400
H 7.039 7.731 3.087
H 5.911 4.324 -0.907
H -0.601 7.089 -5.755
C 2.932 4.816 -6.606
C 5.536 3.091 -9.060
H 2.988 7.864 1.428
H -0.823 5.139 1.760
O -2.806 4.971 0.977
C -3.324 5.116 -0.333
H 2.681 10.466 -0.431
H 3.752 5.292 -0.350
C 6.551 10.882 -3.555
C -1.554 6.882 -6.249
H -0.091 8.915 -1.674
O -3.549 5.112 -5.094
C 4.834 2.689 -7.750
H -0.918 5.380 0.121
C 2.154 1.168 0.117
H 3.059 2.483 -8.984
H 2.415 4.323 -5.776
H -3.236 6.142 -0.715
H -0.390 0.110 0.929
H 2.281 6.191 3.821
C 5.833 9.141 -5.151
C 5.952 9.474 -3.664
H -2.356 7.224 -5.596
H -0.915 3.437 -6.141
H -4.710 5.690 -9.350
C 1.581 1.324 2.598
H 4.153 1.978 -0.410
H -0.629 5.964 -8.348
H 3.248 0.828 3.928
H 0.167 4.639 -6.282
H 6.610 9.266 2.314
H -5.127 5.441 -2.309
C -1.466 5.287 -8.151
C -1.866 8.460 -2.274
H -2.766 9.066 -2.405
H 4.641 6.894 -7.027
O 0.937 6.359 -1.493
H 1.845 4.657 -2.428
H -6.047 4.689 -6.116
H -1.750 7.904 -3.212
C 2.213 7.145 3.279
H 4.777 11.675 -0.680
H 6.423 7.528 -2.732
C 1.016 5.362 -2.503
H -2.556 6.843 -8.986
H 6.788 9.267 -5.667
C -0.848 4.502 -5.894
C 5.079 5.901 -7.186
H 7.621 10.807 -3.750
C 6.319 11.590 -2.220
H 0.239 -1.573 1.184
H 1.565 3.973 -7.960
N 2.488 5.882 1.225
O 2.951 2.965 1.488
C -3.918 5.237 -8.753
H 5.938 8.895 -0.720
H 2.565 5.842 -6.504
H 2.639 2.472 4.013
N 4.586 9.444 -3.105
H -6.271 4.676 -7.850
H -2.402 5.594 -10.228
H 5.679 5.111 -4.594
H -5.657 7.045 -7.569
H 6.200 2.957 -5.161
C 0.379 2.305 2.727
H 4.830 5.751 -8.241
H 1.174 5.872 -3.462
H -5.329 3.465 -7.119
H 5.488 2.272 -9.780
C 1.088 -0.115 2.484
C 6.935 8.454 -3.016
H -4.965 7.059 -5.952
H 0.035 4.892 -2.506
H 7.720 8.150 -3.703
H 2.304 9.199 -1.624
H 0.756 1.744 -1.474
O 4.154 5.364 -1.234
H 2.796 2.042 -7.298
H 2.311 -1.000 0.042
H 0.345 2.455 0.044
H 4.860 6.029 3.039
H 5.967 5.997 -0.475
H 4.550 7.577 -2.751
H -1.463 7.543 -7.115
H 2.372 10.724 -2.239
H 3.013 4.735 -8.772
H 5.827 5.473 -2.282
H -0.153 2.294 3.675
C -4.780 4.691 -0.345
H 4.242 12.079 -2.365
H 2.513 7.917 3.991
H 6.585 3.227 -8.789
C 1.198 2.172 -0.570
H 4.558 0.606 -8.171
H 1.874 -0.809 2.785
H -2.813 4.450 -1.044
H 0.157 9.237 -5.734
C 4.348 9.960 -1.762

The value obtained for the frontier orbital gap is 8.253 eV. The calculation puts the relative energy (zero: lowest compared OMol25 entry of this formula, charge and spin) at 2.182 eV. As for the LUMO energy: 0.295 eV. The value obtained for the HOMO energy is -7.959 eV. Its net charge is 0.



Entry 3:
DFT (ωB97M-V/def2-TZVPD) results for C24H22N4O2RuS as an isolated structure.

Positions of all 54 atoms, in Å:
C -2.898 -4.136 1.324
H -2.501 -3.984 4.680
C -1.716 2.727 -0.911
C 1.878 -0.456 -3.138
C -3.537 2.318 1.164
H -1.949 -1.620 4.013
C -2.481 0.600 -1.998
C 2.734 2.292 2.006
H -0.959 4.323 0.285
H -1.782 0.795 -2.808
C -2.225 -2.393 3.313
O 0.043 -0.993 -0.521
H 4.180 2.519 -0.279
H 4.939 0.912 -0.243
N 2.064 0.070 -0.780
C 2.179 1.305 1.042
S -2.630 -2.208 -0.607
H 4.054 1.450 -1.683
C 4.070 -2.161 -2.941
C 2.537 -0.631 -1.933
H 2.082 2.362 2.872
H -3.158 -4.797 0.510
C 2.321 -1.150 -4.253
C -1.684 3.523 0.205
H 2.801 3.282 1.552
C -2.581 -2.806 1.010
N 2.837 0.955 -0.071
C -2.594 3.318 1.262
H 3.764 -2.529 -5.029
N -2.390 4.772 3.386
C -2.877 -4.572 2.623
Ru -1.752 -0.166 -0.196
C 4.083 1.485 -0.598
H 3.731 2.005 2.342
H 4.917 -2.828 -2.866
H 1.812 -1.028 -5.199
C 0.977 0.620 1.086
O -1.960 -0.686 1.801
C 0.926 -0.172 -0.075
C -2.682 1.694 -1.052
H -4.241 2.162 1.970
H 1.025 0.208 -3.192
C -2.501 4.130 2.441
H -3.125 -5.599 2.854
H 0.252 0.633 1.882
C -3.581 1.494 0.033
H -1.015 2.895 -1.720
H 4.103 -1.628 -0.856
H -4.375 0.760 -0.055
C -2.531 -3.679 3.645
N -2.252 -1.984 2.023
C 3.623 -1.486 -1.816
H -3.370 0.082 -2.348
C 3.418 -1.994 -4.156

The value obtained for the frontier orbital gap (alpha / beta) is 6.992 / 7.146 eV. The calculation puts the relative energy (zero: lowest compared OMol25 entry of this formula, charge and spin) at 0.000 eV. Its spin multiplicity is 2. As for the LUMO energy (alpha / beta): -3.580 / -3.325 eV. The value obtained for the HOMO energy (alpha / beta) is -10.572 / -10.470 eV. Its net charge is +1.